# 1
Density functional theory data (ωB97M-V with the def2-TZVPD basis set) for a 2-piece molecular cluster, C7H10ClN4 overall in a non-equilibrium geometry.

Highest occupied orbital energy (eV): -13.543
Net charge: +1
DFT total energy (eV): -25895.161
ΔE to the lowest compared entry with this formula, charge and spin (kcal per mole): 16.34
Orbital gap (hartree): 0.36718

Each line ends with the Mulliken charge.
CARTESIAN COORDINATES (ANGSTROEM)
1 C -2.67 -0.83 -0.47  -0.274
2 C -2.73 0.52 -0.11  -0.542
3 C -1.44 -1.51 -0.20  0.704
4 C -1.50 1.20 0.18  0.451
5 C -1.32 -3.01 -0.48  -1.125
6 C 2.66 1.06 1.60  0.445
7 C 2.23 2.73 -0.13  -0.864
8 N -0.38 0.50 0.08  -0.092
9 N -0.31 -0.82 0.01  -0.659
10 N 2.01 1.55 0.65  -0.060
11 N 3.25 0.35 2.34  -0.231
12 Cl -1.51 2.87 0.58  -0.130
13 H -3.54 -1.42 -0.91  0.290
14 H -3.65 1.05 -0.11  0.436
15 H -0.29 -3.27 -0.65  0.354
16 H -1.55 -3.57 0.50  0.276
17 H 1.36 2.91 -0.70  0.275
18 H 2.41 3.56 0.50  0.402
19 H 3.17 2.66 -0.71  0.319
20 H 0.94 1.18 0.42  0.357
21 H -2.05 -3.30 -1.19  0.369
22 H 3.78 0.45 3.11  0.300


# 2
Density functional theory data (ωB97M-V with the def2-TZVPD basis set) for an isolated ion of composition C6H6N and charge +1 in a non-equilibrium geometry.

Highest occupied orbital energy (eV): -14.494
Net charge: +1
DFT total energy (eV): -7795.128
ΔE to the lowest compared entry with this formula, charge and spin (kcal per mole): 106.43
Orbital gap (hartree): 0.32807

Each line ends with the Mulliken charge.
CARTESIAN COORDINATES (ANGSTROEM)
1 C -1.85 0.33 0.07  -0.155
2 C -1.24 -1.00 0.10  -0.320
3 C -1.26 1.50 0.03  -0.267
4 C 0.06 -1.34 0.04  -0.040
5 C 0.94 1.01 0.08  -0.182
6 C 2.27 0.33 0.01  -0.339
7 N 0.92 -0.28 0.03  0.052
8 H -2.85 0.20 0.26  0.448
9 H -1.82 -1.85 -0.14  0.371
10 H -1.09 2.47 -0.32  0.455
11 H 0.28 -2.36 -0.16  0.407
12 H 2.82 0.49 -0.86  0.292
13 H 2.81 0.51 0.86  0.279